Arrangement 1

This record from OMol25 describes a cluster of 2 separate species, C3H5N4 in total. The level of theory is ωB97M-V/def2-TZVPD.

CARTESIAN COORDINATES (ANGSTROEM)
C: -2.61966 -1.17016 -0.15233
C: -0.60684 2.13975 0.06818
C: 2.34501 -1.49940 0.08258
N: 0.85927 0.40212 -0.27885
N: -1.79045 -0.40520 0.02114
N: 0.53262 1.55352 0.01119
N: 1.78040 -0.38154 -0.11821
H: -3.43400 -1.84049 -0.35951
H: -0.50738 3.19451 0.03147
H: -1.60624 1.72455 0.36951
H: 1.72073 -2.22942 0.50663
H: 3.32654 -1.48824 -0.18179

Results
Charge: +1
HOMO-LUMO gap in eV: 9.141

=====

Arrangement 2

This record from OMol25 describes the ion C3H5N4 with charge +1. The level of theory is ωB97M-V/def2-TZVPD.

CARTESIAN COORDINATES (ANGSTROEM)
C: 0.05070 -0.53589 -0.36067
C: 0.03568 1.15350 2.58831
C: -0.13938 -1.01772 -1.69529
N: 0.07502 0.61137 0.23163
N: 0.06997 -1.58223 0.65811
N: 0.08459 -1.18186 1.76050
N: 0.09333 0.43796 1.54681
H: 0.08539 0.74280 3.60194
H: 0.08689 2.29076 2.70556
H: -0.32648 -0.24213 -2.31546
H: -1.00811 -1.64585 -1.51710
H: 0.85434 -1.35777 -1.97762

Results
Charge: +1
HOMO-LUMO gap in eV: 9.711
SMILES: C=[N+]1N=NC(C)=N1

=====

Verdict on stability: arrangement 2 comes out on top.

=====

Arrangement 1

This record from OMol25 describes a cluster of 2 separate species, CH2N2O4 in total. The level of theory is ωB97M-V/def2-TZVPD.

CARTESIAN COORDINATES (ANGSTROEM)
C: 1.09766 -0.24592 -0.03740
N: -0.59743 0.06074 -1.31362
N: 0.45827 -0.49452 1.19820
O: 2.25419 -0.28553 -0.38881
O: 0.43707 -1.66919 1.45283
O: -0.10663 0.43351 1.78196
O: -1.39927 0.96513 -0.60060
H: -0.19861 0.75537 -2.09665
H: -1.94525 0.48041 0.00408

Results
HOMO-LUMO gap (spin up / spin down) in eV: 8.135 / 8.146

=====

Arrangement 2

This record from OMol25 describes a cluster of 2 separate species, CH2N2O4 in total. The level of theory is ωB97M-V/def2-TZVPD.

CARTESIAN COORDINATES (ANGSTROEM)
C: 0.69757 -0.37784 -0.15451
N: -0.82900 0.84529 0.65911
N: 0.00887 -1.35527 -1.08091
O: 1.78163 -0.41617 0.27168
O: 0.75933 -2.06280 -1.70028
O: -1.18580 -1.30343 -1.14167
O: -0.17303 1.88832 1.25087
H: -1.18970 1.20926 -0.22383
H: 0.13014 1.57264 2.11953

Results
HOMO-LUMO gap in eV: 8.065

=====

Verdict on stability: arrangement 2 comes out on top.

=====

Arrangement 1

This record from OMol25 describes the molecule CH2N2O4. The level of theory is ωB97M-V/def2-TZVPD.

CARTESIAN COORDINATES (ANGSTROEM)
C: -0.01631 -0.22891 -0.07332
N: -2.87994 0.24812 0.06476
N: -0.75458 -1.21013 0.07900
O: -3.85518 0.53089 -0.47724
O: -0.81530 -2.34697 0.48336
O: -2.22051 -0.69634 -0.55485
O: -2.32647 0.74195 1.01874
H: -0.26184 0.55590 -0.73035
H: 0.99462 -0.21626 0.46645

Results
HOMO-LUMO gap in eV: 10.372
SMILES: C=[N+]([O-])O[N+](=O)[O-]

=====

Arrangement 2

This record from OMol25 describes a cluster of 2 separate species, CH2N2O4 in total. The level of theory is ωB97M-V/def2-TZVPD.

CARTESIAN COORDINATES (ANGSTROEM)
C: -0.70338 0.10939 0.17387
N: 1.26681 0.06213 -0.58712
N: -0.83976 -0.72470 1.35244
O: -0.14556 -0.57485 2.34009
O: -1.48133 0.78535 -0.42048
O: -1.73291 -1.50626 1.17588
O: 1.20711 0.78853 -1.75505
H: 1.92007 0.63360 -0.00112
H: 0.50895 0.42681 -2.27851

Results
HOMO-LUMO gap (spin up / spin down) in eV: 7.763 / 7.765

=====

Verdict on stability: arrangement 2 comes out on top.